C60H165N15O15 | the ωB97M-V functional and the def2-TZVPD basis

The calculation puts the LUMO energy at 0.43 eV. For the energy relative to the best compared isomer or geometry (same formula, charge and spin), the calculation gives 5.274 eV. As for the molar mass: 1337.070 g/mol. For the highest occupied orbital energy, the calculation gives -8.652 eV.

Last columns: bonded neighbours and bond lengths (Å).
Element x y z (Å)
1 O -0.32 -0.30 0.54  C42 1.405, C71 1.438
2 O 5.60 -1.09 -1.45  C60 1.436, C62 1.387
3 O 2.62 3.62 -8.37  C33 1.439, C53 1.429
4 O -4.97 -2.10 -1.07  C45 1.424, C76 1.440
5 O 0.84 -0.52 8.31  C64 1.448, C73 1.435
6 O 6.61 3.83 -0.85  C77 1.461, C87 1.427
7 O 0.26 5.35 -0.85  C83 1.420, C90 1.461
8 O -0.99 -5.00 -1.45  C43 1.399, C81 1.428
9 O -1.81 -3.51 3.88  C32 1.438, C84 1.420
10 O -1.65 1.05 -3.68  C67 1.409, C82 1.467
11 O -2.64 -7.04 -5.61  C34 1.458, C55 1.374
12 O -1.79 4.48 6.42  C51 1.445, C57 1.432
13 O -4.75 2.43 2.71  C44 1.405, C58 1.379
14 O 3.26 -1.96 -7.42  C78 1.435, C85 1.396
15 O 2.90 1.45 2.98  C40 1.468, C88 1.436
16 N -1.97 3.39 -2.05  C50 1.468, H190 1.010, H197 1.010
17 N -3.69 -1.17 3.86  C36 1.475, H176 1.010, H181 1.010
18 N 4.64 4.02 -3.21  C79 1.409, H125 1.010, H205 1.010
19 N 1.42 -1.87 2.00  C31 1.492, H144 1.010, H149 1.010
20 N 1.07 -0.06 -2.87  C46 1.413, H137 1.010, H217 1.010
21 N 4.07 1.20 -3.85  C41 1.422, H117 1.010, H249 1.010
22 N -3.76 1.49 5.51  C69 1.435, H148 1.010, H162 1.010
23 N 1.87 4.88 2.43  C56 1.468, H165 1.010, H168 1.010
24 N 0.09 -0.82 11.24  C80 1.501, H208 1.010, H250 1.010
25 N -6.40 0.01 3.63  C68 1.462, H109 1.010, H132 1.010
26 N 5.49 4.67 -8.06  C61 1.477, H147 1.010, H231 1.010
27 N 1.23 -2.85 -4.34  C66 1.471, H138 1.010, H209 1.010
28 N 1.90 -4.71 0.91  C37 1.458, H124 1.010, H245 1.010
29 N -5.78 -2.88 2.41  C48 1.448, H120 1.010, H157 1.010
30 N 0.40 -6.03 -3.83  C52 1.394, H182 1.010, H244 1.010
31 C 1.77 -0.69 2.85  N19 1.492, C70 1.508, C88 1.523, H92 1.090
32 C -1.50 -4.90 3.67  O9 1.438, H110 1.090, H212 1.090, H221 1.090
33 C 1.25 3.40 -7.98  O3 1.439, H115 1.090, H140 1.090, H236 1.090
34 C -1.61 -7.16 -4.58  O11 1.458, C52 1.561, H191 1.090, H235 1.090
35 C -8.32 1.48 3.67  C68 1.506, H156 1.090, H179 1.090, H255 1.090
36 C -3.37 -1.96 5.06  N17 1.475, C54 1.542, C84 1.539, H158 1.090
37 C 1.19 -5.03 -0.32  N28 1.458, C74 1.528, C81 1.571, H201 1.090
38 C -6.10 -4.44 0.67  C48 1.531, H142 1.090, H166 1.090, H232 1.090
39 C 3.57 -3.27 -4.62  C66 1.535, H93 1.090, H153 1.090, H195 1.090
40 C 4.16 2.15 2.70  O15 1.468, H113 1.090, H189 1.090, H207 1.090
41 C 5.08 0.33 -3.38  N21 1.422, C62 1.586, C72 1.506, H247 1.090
42 C -0.33 -0.34 -0.86  O1 1.405, C46 1.558, H112 1.090, H246 1.090
43 C -2.31 -4.53 -1.56  O8 1.399, H222 1.090, H229 1.090, H241 1.090
44 C -4.69 2.24 1.32  O13 1.405, H95 1.090, H146 1.090, H213 1.090
45 C -5.08 -0.86 -1.76  O4 1.424, H133 1.090, H200 1.090, H243 1.090
46 C 1.06 0.04 -1.46  N20 1.413, C42 1.558, C49 1.508, H163 1.090
47 C -1.61 2.00 4.63  C69 1.516, H101 1.090, H129 1.090, H239 1.090
48 C -5.28 -3.21 1.09  N29 1.448, C38 1.531, C76 1.526, H139 1.090
49 C 1.43 1.45 -1.09  C46 1.508, H119 1.090, H210 1.090, H233 1.090
50 C -1.82 3.37 -3.52  N16 1.468, C65 1.552, C67 1.549, H145 1.090
51 C -2.89 3.57 6.19  O12 1.445, C69 1.523, H135 1.090, H202 1.090
52 C -0.44 -6.19 -4.93  N30 1.394, C34 1.561, C89 1.505, H254 1.090
53 C 3.54 3.19 -7.36  O3 1.429, C61 1.624, H103 1.090, H214 1.090
54 C -4.50 -1.89 6.10  C36 1.542, H130 1.090, H177 1.090, H228 1.090
55 C -3.83 -7.69 -5.40  O11 1.374, H98 1.090, H173 1.090, H185 1.090
56 C 1.18 4.45 1.21  N23 1.468, C63 1.495, C83 1.512, H226 1.090
57 C -1.35 4.57 7.78  O12 1.432, H108 1.090, H180 1.090, H251 1.090
58 C -6.07 2.47 3.11  O13 1.379, C68 1.568, H150 1.090, H151 1.090
59 C 3.22 5.30 -1.99  C79 1.556, H123 1.090, H126 1.090, H225 1.090
60 C 5.37 -1.50 -0.09  O2 1.436, H91 1.090, H198 1.090, H248 1.090
61 C 5.06 3.27 -7.93  N26 1.477, C53 1.624, C75 1.542, H187 1.090
62 C 4.68 -0.18 -1.93  O2 1.387, C41 1.586, H160 1.090, H215 1.090
63 C 0.07 3.50 1.52  C56 1.495, H94 1.090, H167 1.090, H170 1.090
64 C -0.26 -0.71 7.39  O5 1.448, H186 1.090, H234 1.090, H242 1.090
65 C -0.34 3.55 -3.94  C50 1.552, H102 1.090, H121 1.090, H238 1.090
66 C 2.40 -2.40 -5.10  N27 1.471, C39 1.535, C78 1.550, H219 1.090
67 C -2.49 2.10 -4.10  O10 1.409, C50 1.549, H96 1.090, H253 1.090
68 C -6.98 1.20 3.03  N25 1.462, C35 1.506, C58 1.568, H127 1.090
69 C -2.52 2.14 5.83  N22 1.435, C47 1.516, C51 1.523, H97 1.090
70 C 1.95 -1.08 4.30  C31 1.508, H104 1.090, H184 1.090, H194 1.090
71 C -1.58 -0.61 1.16  O1 1.438, H161 1.090, H174 1.090, H220 1.090
72 C 6.44 0.97 -3.41  C41 1.506, H134 1.090, H203 1.090, H230 1.090
73 C 0.65 0.60 9.19  O5 1.435, C80 1.531, H152 1.090, H155 1.090
74 C 1.27 -6.52 -0.63  C37 1.528, H188 1.090, H237 1.090, H240 1.090
75 C 6.07 2.57 -7.00  C61 1.542, H164 1.090, H172 1.090, H223 1.090
76 C -5.51 -1.96 0.25  O4 1.440, C48 1.526, H175 1.090, H193 1.090
77 C 6.96 3.08 0.34  O6 1.461, H105 1.090, H107 1.090, H128 1.090
78 C 2.13 -2.37 -6.63  O14 1.435, C66 1.550, H136 1.090, H196 1.090
79 C 4.71 4.84 -2.07  N18 1.409, C59 1.556, C87 1.543, H116 1.090
80 C -0.37 0.23 10.27  N24 1.501, C73 1.531, C86 1.539, H131 1.090
81 C -0.30 -4.53 -0.29  O8 1.428, C37 1.571, H199 1.090, H218 1.090
82 C -1.89 -0.18 -4.44  O10 1.467, H169 1.090, H171 1.090, H192 1.090
83 C 0.68 5.67 0.47  O7 1.420, C56 1.512, H99 1.090, H183 1.090
84 C -2.98 -3.40 4.67  O9 1.420, C36 1.539, H143 1.090, H227 1.090
85 C 3.75 -0.69 -7.13  O14 1.396, H111 1.090, H159 1.090, H252 1.090
86 C -0.78 1.47 11.09  C80 1.539, H114 1.090, H141 1.090, H216 1.090
87 C 5.21 4.12 -0.80  O6 1.427, C79 1.543, H118 1.090, H122 1.090
88 C 2.98 0.13 2.43  O15 1.436, C31 1.523, H178 1.090, H211 1.090
89 C 0.31 -6.67 -6.14  C52 1.505, H100 1.090, H106 1.090, H204 1.090
90 C -0.23 6.56 -1.50  O7 1.461, H154 1.090, H206 1.090, H224 1.090
91 H 5.56 -0.68 0.61  C60 1.090
92 H 0.90 -0.04 2.99  C31 1.090
93 H 3.56 -3.27 -3.53  C39 1.090
94 H 0.43 2.76 2.24  C63 1.090
95 H -5.11 3.10 0.80  C44 1.090
96 H -2.54 2.25 -5.17  C67 1.090
97 H -2.04 1.68 6.69  C69 1.090
98 H -4.53 -7.46 -6.20  C55 1.090
99 H 1.52 6.32 0.24  C83 1.090
100 H 0.92 -7.52 -5.82  C89 1.090
101 H -1.91 2.67 3.82  C47 1.090
102 H 0.13 4.50 -3.71  C65 1.090
103 H 3.27 2.17 -7.11  C53 1.090
104 H 2.13 -0.24 4.96  C70 1.090
105 H 6.82 2.00 0.25  C77 1.090
106 H -0.45 -6.94 -6.87  C89 1.090
107 H 6.51 3.47 1.26  C77 1.090
108 H -0.55 5.31 7.86  C57 1.090
109 H -6.48 0.27 4.60  N25 1.010
110 H -0.56 -4.94 3.11  C32 1.090
111 H 2.91 -0.05 -6.85  C85 1.090
112 H -1.10 0.35 -1.23  C42 1.090
113 H 4.99 1.56 3.10  C40 1.090
114 H -1.31 2.22 10.49  C86 1.090
115 H 0.96 2.34 -7.97  C33 1.090
116 H 5.32 5.73 -2.22  C79 1.090
117 H 4.12 2.10 -3.40  N21 1.010
118 H 4.61 3.22 -0.67  C87 1.090
119 H 0.64 2.19 -1.19  C49 1.090
120 H -6.67 -2.43 2.26  N29 1.010
121 H 0.24 2.73 -3.51  C65 1.090
122 H 5.14 4.72 0.11  C87 1.090
123 H 3.21 6.17 -1.33  C59 1.090
124 H 1.83 -3.73 1.16  N28 1.010
125 H 5.44 3.40 -3.25  N18 1.010
126 H 2.51 4.55 -1.63  C59 1.090
127 H -7.18 0.88 2.00  C68 1.090
128 H 8.03 3.20 0.52  C77 1.090
129 H -0.57 2.22 4.86  C47 1.090
130 H -5.37 -2.43 5.72  C54 1.090
131 H -1.29 -0.11 9.80  C80 1.090
132 H -5.41 0.01 3.47  N25 1.010
133 H -4.76 -1.02 -2.78  C45 1.090
134 H 6.58 1.70 -2.61  C72 1.090
135 H -3.51 3.88 5.35  C51 1.090
136 H 1.94 -3.37 -7.01  C78 1.090
137 H 0.71 -0.92 -3.25  N20 1.010
138 H 1.45 -2.89 -3.36  N27 1.010
139 H -4.23 -3.47 1.14  C48 1.090
140 H 0.62 3.85 -8.75  C33 1.090
141 H -1.47 1.27 11.90  C86 1.090
142 H -5.84 -4.62 -0.38  C38 1.090
143 H -2.89 -3.87 5.65  C84 1.090
144 H 0.86 -1.43 1.29  N19 1.010
145 H -2.37 4.23 -3.90  C50 1.090
146 H -3.66 2.20 0.98  C44 1.090
147 H 4.75 5.03 -8.65  N26 1.010
148 H -4.29 1.93 4.77  N22 1.010
149 H 0.73 -2.36 2.56  N19 1.010
150 H -5.84 2.77 4.13  C58 1.090
151 H -6.47 3.36 2.63  C58 1.090
152 H 1.62 0.94 9.54  C73 1.090
153 H 4.48 -2.73 -4.88  C39 1.090
154 H 0.62 7.25 -1.51  C90 1.090
155 H 0.14 1.40 8.64  C73 1.090
156 H -8.64 2.43 3.25  C35 1.090
157 H -5.98 -3.84 2.66  N29 1.010
158 H -2.49 -1.55 5.54  C36 1.090
159 H 4.12 -0.26 -8.06  C85 1.090
160 H 4.55 0.68 -1.27  C62 1.090
161 H -1.37 -0.80 2.21  C71 1.090
162 H -3.63 0.56 5.16  N22 1.010
163 H 1.75 -0.64 -0.96  C46 1.090
164 H 5.74 1.56 -6.76  C75 1.090
165 H 2.05 4.09 3.03  N23 1.010
166 H -5.86 -5.26 1.35  C38 1.090
167 H -0.83 3.98 1.89  C63 1.090
168 H 1.13 5.24 3.01  N23 1.010
169 H -1.52 -0.08 -5.46  C82 1.090
170 H -0.21 2.88 0.67  C63 1.090
171 H -2.95 -0.41 -4.30  C82 1.090
172 H 6.11 3.15 -6.07  C75 1.090
173 H -4.31 -7.31 -4.49  C55 1.090
174 H -1.89 -1.57 0.74  C71 1.090
175 H -4.87 -1.25 0.77  C76 1.090
176 H -2.82 -1.26 3.35  N17 1.010
177 H -4.93 -0.96 6.48  C54 1.090
178 H 2.94 0.22 1.35  C88 1.090
179 H -8.20 1.69 4.73  C35 1.090
180 H -0.86 3.64 8.07  C57 1.090
181 H -4.30 -1.70 3.25  N17 1.010
182 H 0.86 -6.92 -3.69  N30 1.010
183 H -0.02 6.28 1.03  C83 1.090
184 H 1.04 -1.52 4.69  C70 1.090
185 H -3.60 -8.75 -5.32  C55 1.090
186 H -0.01 -1.63 6.86  C64 1.090
187 H 5.09 2.92 -8.96  C61 1.090
188 H 2.27 -6.95 -0.68  C74 1.090
189 H 4.31 2.32 1.64  C40 1.090
190 H -1.77 2.43 -1.80  N16 1.010
191 H -2.13 -6.85 -3.68  C34 1.090
192 H -1.32 -1.07 -4.15  C82 1.090
193 H -6.55 -1.64 0.28  C76 1.090
194 H 2.78 -1.78 4.36  C70 1.090
195 H 3.56 -4.32 -4.94  C39 1.090
196 H 1.25 -1.76 -6.81  C78 1.090
197 H -1.22 3.90 -1.60  N16 1.010
198 H 6.13 -2.25 0.10  C60 1.090
199 H -0.28 -3.44 -0.25  C81 1.090
200 H -4.43 -0.08 -1.34  C45 1.090
201 H 1.62 -4.48 -1.16  C37 1.090
202 H -3.55 3.58 7.06  C51 1.090
203 H 6.59 1.62 -4.28  C72 1.090
204 H 0.88 -5.92 -6.68  C89 1.090
205 H 4.61 4.59 -4.04  N18 1.010
206 H -1.07 7.07 -1.04  C90 1.090
207 H 4.11 3.05 3.32  C40 1.090
208 H 0.80 -0.61 11.92  N24 1.010
209 H 1.01 -3.81 -4.59  N27 1.010
210 H 1.64 1.56 -0.03  C49 1.090
211 H 3.93 -0.36 2.64  C88 1.090
212 H -2.31 -5.45 3.19  C32 1.090
213 H -5.32 1.43 0.95  C44 1.090
214 H 3.46 3.94 -6.57  C53 1.090
215 H 3.68 -0.62 -2.01  C62 1.090
216 H 0.07 1.95 11.58  C86 1.090
217 H 0.46 0.66 -3.23  N20 1.010
218 H -0.87 -4.81 0.59  C81 1.090
219 H 2.60 -1.38 -4.80  C66 1.090
220 H -2.29 0.21 0.97  C71 1.090
221 H -1.38 -5.46 4.60  C32 1.090
222 H -2.95 -4.56 -0.68  C43 1.090
223 H 7.08 2.50 -7.41  C75 1.090
224 H -0.50 6.49 -2.55  C90 1.090
225 H 2.88 5.69 -2.94  C59 1.090
226 H 1.88 3.86 0.61  C56 1.090
227 H -3.87 -3.72 4.12  C84 1.090
228 H -4.20 -2.24 7.09  C54 1.090
229 H -2.74 -5.11 -2.37  C43 1.090
230 H 7.25 0.24 -3.37  C72 1.090
231 H 6.37 4.73 -8.54  N26 1.010
232 H -7.18 -4.29 0.73  C38 1.090
233 H 2.39 1.68 -1.55  C49 1.090
234 H -1.17 -0.98 7.91  C64 1.090
235 H -1.16 -8.16 -4.57  C34 1.090
236 H 1.00 3.77 -6.99  C33 1.090
237 H 0.90 -6.99 0.28  C74 1.090
238 H -0.29 3.35 -5.01  C65 1.090
239 H -1.66 0.97 4.28  C47 1.090
240 H 0.71 -6.77 -1.53  C74 1.090
241 H -2.28 -3.52 -1.96  C43 1.090
242 H -0.42 0.03 6.60  C64 1.090
243 H -6.12 -0.54 -1.84  C45 1.090
244 H -0.09 -5.75 -3.00  N30 1.010
245 H 2.87 -4.97 0.97  N28 1.010
246 H -0.66 -1.34 -1.14  C42 1.090
247 H 5.18 -0.49 -4.09  C41 1.090
248 H 4.40 -1.91 0.20  C60 1.090
249 H 3.22 0.76 -3.52  N21 1.010
250 H 0.51 -1.59 10.75  N24 1.010
251 H -2.11 4.83 8.51  C57 1.090
252 H 4.46 -0.66 -6.31  C85 1.090
253 H -3.54 1.89 -3.90  C67 1.090
254 H -0.85 -5.21 -5.15  C52 1.090
255 H -9.11 0.76 3.45  C35 1.090

Löwdin population analysis, charges in e, atoms 1 to 99:
1. O -0.242
2. O -0.166
3. O -0.207
4. O -0.180
5. O -0.183
6. O -0.182
7. O -0.228
8. O -0.228
9. O -0.185
10. O -0.241
11. O -0.209
12. O -0.179
13. O -0.204
14. O -0.178
15. O -0.195
16. N 0.062
17. N 0.046
18. N 0.034
19. N 0.076
20. N 0.086
21. N 0.066
22. N 0.062
23. N 0.061
24. N 0.035
25. N 0.065
26. N 0.014
27. N 0.041
28. N 0.048
29. N 0.031
30. N 0.048
31. C -0.409
32. C -0.093
33. C -0.100
34. C -0.133
35. C -0.068
36. C -0.393
37. C -0.412
38. C -0.053
39. C -0.041
40. C -0.072
41. C -0.427
42. C -0.175
43. C -0.088
44. C -0.098
45. C -0.100
46. C -0.418
47. C -0.050
48. C -0.439
49. C -0.043
50. C -0.389
51. C -0.178
52. C -0.489
53. C -0.151
54. C -0.056
55. C -0.144
56. C -0.427
57. C -0.101
58. C -0.219
59. C -0.052
60. C -0.086
61. C -0.389
62. C -0.202
63. C -0.061
64. C -0.099
65. C -0.029
66. C -0.409
67. C -0.202
68. C -0.432
69. C -0.440
70. C -0.062
71. C -0.046
72. C -0.050
73. C -0.188
74. C -0.052
75. C -0.066
76. C -0.191
77. C -0.086
78. C -0.165
79. C -0.409
80. C -0.406
81. C -0.152
82. C -0.047
83. C -0.211
84. C -0.214
85. C -0.127
86. C -0.072
87. C -0.194
88. C -0.204
89. C -0.044
90. C -0.079
91. H 0.069
92. H 0.121
93. H 0.068
94. H 0.072
95. H 0.091
96. H 0.117
97. H 0.117
98. H 0.090
99. H 0.105